A 3-piece molecular cluster, C13H25N2O8S2 overall at a distorted geometry, computed with the ωB97M-V functional and the def2-TZVPD basis.

Orbital gap (eV): 8.6
E_tot (a.u.): -2017.8762
Total charge: +1
Highest occupied orbital energy (eV): -12.40

Positions of all 50 atoms, in Å:
O (-2.967304, 1.998051, 1.949006)
S (-3.058690, 3.395646, 1.722067)
O (-4.287927, 3.991701, 2.105645)
C (-1.782492, 4.251381, 2.655043)
C (-0.329072, 3.798450, 2.418616)
S (0.679561, 4.677658, 3.708259)
C (0.244249, 4.289512, 1.066966)
N (0.208736, 3.288065, -0.067636)
C (0.064004, 1.844119, 0.348906)
C (0.611652, 1.624595, 1.722594)
N (-0.193745, 2.372254, 2.685555)
H (-2.867920, 3.691146, 0.401557)
H (-2.034857, 4.024599, 3.684042)
H (-1.890410, 5.322585, 2.534485)
H (-0.157075, 5.646235, 4.110035)
H (-0.336966, 5.146366, 0.758195)
H (1.263769, 4.606509, 1.215397)
H (1.095381, 3.364244, -0.564181)
H (-0.510559, 3.496314, -0.758722)
H (-0.949408, 1.489915, 0.209968)
H (0.673512, 1.265152, -0.335857)
H (1.686355, 1.817934, 1.769407)
H (0.466969, 0.573492, 1.941924)
H (0.268526, 2.290797, 3.583525)
C (-0.952042, -3.969156, 2.471138)
C (-0.817990, -2.710555, 1.651554)
C (-2.066649, -1.860561, 1.585718)
O (-1.908874, -1.195589, 0.318367)
C (-1.156788, -2.007863, -0.470238)
O (-1.004852, -1.855683, -1.638546)
O (-0.606476, -3.002681, 0.256444)
H (0.013703, -4.459769, 2.581740)
H (-1.338882, -3.743532, 3.464682)
H (-1.618465, -4.676229, 1.978083)
H (0.036456, -2.120426, 2.000007)
H (-2.137974, -1.133643, 2.391170)
H (-2.982775, -2.452619, 1.554673)
C (0.928293, -2.437871, -4.590958)
C (2.383830, -2.795691, -4.421163)
C (2.841577, -4.000400, -5.210750)
O (3.926174, -4.489148, -4.409023)
C (3.681662, -4.122607, -3.126536)
O (4.268313, -4.528955, -2.180078)
O (2.667337, -3.220176, -3.075966)
H (0.710913, -1.493442, -4.093613)
H (0.670108, -2.338832, -5.645488)
H (0.287484, -3.190559, -4.133238)
H (3.016092, -1.929587, -4.637514)
H (3.187721, -3.754187, -6.210898)
H (2.075819, -4.776959, -5.274363)

Forces on atoms 1 to 3 (eV/Å):
0.916 -0.950 -0.704
-1.087 0.035 1.394
-0.505 1.077 -0.225